Here is 2 unconnected molecules or ions with the total composition C4H3O3S in a non-equilibrium geometry from the OMol25 dataset. Energies are from the ωB97M-V functional and the def2-TZVPD basis.

Geometry (Å):
C: 0.80 -1.55 -0.78
C: 0.03 -0.97 0.13
C: 1.17 0.61 -0.88
C: 1.67 -0.57 -1.38
O: -2.85 0.87 0.93
O: -1.12 1.92 2.21
O: 0.14 0.38 0.02
S: -1.61 1.65 0.88
H: 0.91 -2.65 -0.76
H: -0.60 -1.32 0.84
H: 1.45 1.63 -1.21

The total charge is -1. Its orbital gap is 5.9 eV. As for the max |F|: 0.0521 Eh/bohr.

Results of the Mulliken charge analysis, in e, for atoms 1 through 4: atom 1 (C): -0.310, atom 2 (C): -0.257, atom 3 (C): -0.170, atom 4 (C): -0.980

---

Here is 2 unconnected molecules or ions with the total composition C2H3NO2S in a non-equilibrium geometry from the OMol25 dataset. Energies are from the ωB97M-V functional and the def2-TZVPD basis.

Geometry (Å):
C: 0.08 0.50 0.46
C: 0.56 -2.15 1.63
N: -0.29 1.24 -1.95
O: 1.21 -2.28 0.70
O: -0.19 -1.94 2.48
S: -0.23 1.86 -0.37
H: 0.09 1.09 1.43
H: -0.22 0.21 -1.89
H: -1.02 1.46 -2.50

Its orbital gap is 9.7 eV. As for the max |F|: 0.0795 Eh/bohr.

Results of the Mulliken charge analysis, in e, for atoms 1 through 4: atom 1 (C): -0.427, atom 2 (C): 0.717, atom 3 (N): -0.491, atom 4 (O): -0.309

---

Here is a molecular structure, C4H7NO2 in a non-equilibrium geometry from the OMol25 dataset. Energies are from the ωB97M-V functional and the def2-TZVPD basis.

Geometry (Å):
O: -0.27 -1.97 -0.99
C: 0.05 -0.61 -0.83
C: -1.16 0.13 -0.29
O: -0.92 1.51 -0.09
C: 0.03 1.66 0.80
N: 0.58 0.57 1.29
C: 1.13 -0.33 0.23
H: -0.76 -2.24 -0.20
H: 0.37 -0.26 -1.82
H: -2.06 0.06 -0.91
H: -0.60 -0.06 1.11
H: 0.15 2.67 1.18
H: 2.02 0.15 -0.18
H: 1.45 -1.27 0.70

Its orbital gap is 9.5 eV. As for the max |F|: 0.0295 Eh/bohr.

Results of the Mulliken charge analysis, in e, for atoms 1 through 4: atom 1 (O): -0.564, atom 2 (C): 0.232, atom 3 (C): -0.784, atom 4 (O): -0.282

---

Here is a molecular structure, C46H97BCsN3O16 in a non-equilibrium geometry from the OMol25 dataset. Energies are from the ωB97M-V functional and the def2-TZVPD basis.

Geometry (Å):
Cs: -3.78 3.59 -5.39
O: -1.27 3.64 -3.88
C: -0.73 3.47 -2.76
O: 0.34 2.62 -2.46
B: 0.74 2.76 -0.98
O: -0.26 3.73 -0.52
C: -1.08 4.16 -1.47
O: -2.00 4.99 -1.35
O: 2.13 3.14 -0.81
C: 2.68 2.14 -0.13
O: 3.76 2.21 0.32
C: 1.68 1.04 0.15
O: 0.59 1.43 -0.34
O: 1.75 -0.05 0.77
C: 4.84 -2.06 1.95
C: 4.81 -2.09 3.51
C: 5.52 -3.32 4.09
O: 5.42 -0.91 3.86
H: 3.96 -1.59 1.52
H: 5.00 -3.03 1.47
H: 5.71 -1.54 1.55
H: 3.84 -1.91 3.97
H: 4.82 -4.15 4.20
H: 5.69 -3.07 5.13
H: 6.46 -3.62 3.62
H: 5.06 -0.22 3.30
C: -5.87 1.80 -0.89
C: -5.72 3.01 -1.83
C: -6.26 4.24 -1.12
O: -4.41 3.12 -2.44
H: -5.63 0.81 -1.28
H: -6.95 1.72 -0.79
H: -5.42 1.99 0.09
H: -6.41 2.86 -2.66
H: -6.04 5.14 -1.70
H: -5.75 4.41 -0.18
H: -7.32 4.25 -0.89
H: -3.98 3.65 -1.77
C: 8.64 0.98 0.72
C: 7.96 2.37 0.94
C: 8.96 3.48 0.91
O: 6.93 2.56 0.03
H: 9.63 1.02 1.17
H: 8.94 0.75 -0.30
H: 8.17 0.09 1.14
H: 7.27 2.34 1.79
H: 9.70 3.53 1.72
H: 8.47 4.45 1.02
H: 9.55 3.36 0.01
H: 6.35 1.81 0.20
C: 4.49 4.31 3.04
C: 4.07 2.93 3.59
C: 2.54 2.66 3.59
O: 4.62 1.91 2.73
H: 3.86 5.13 3.39
H: 4.54 4.35 1.95
H: 5.52 4.63 3.21
H: 4.45 2.81 4.60
H: 1.91 3.55 3.54
H: 2.34 2.34 4.62
H: 2.13 1.90 2.92
H: 4.36 1.96 1.80
C: 0.85 5.81 2.22
C: 0.66 6.57 0.88
C: 0.49 8.10 0.93
O: 1.82 6.35 0.25
H: 0.62 4.74 2.19
H: 0.14 6.12 2.98
H: 1.77 6.02 2.78
H: -0.27 6.08 0.60
H: 1.42 8.64 1.12
H: -0.10 8.43 1.78
H: 0.26 8.44 -0.08
H: 1.57 6.48 -0.67
C: -6.28 -0.47 3.19
C: -4.71 -0.53 2.84
C: -4.64 -1.12 1.42
C: -3.30 -1.02 0.82
C: -2.73 0.39 0.71
C: -2.86 1.18 2.08
N: -4.19 0.83 2.71
O: -4.45 1.61 3.79
C: -1.67 0.66 2.93
C: -2.64 2.67 1.79
C: -3.99 -1.35 3.89
H: -6.79 -1.42 3.30
H: -6.87 0.00 2.40
H: -6.51 -0.04 4.16
H: -4.83 -2.19 1.50
H: -5.49 -0.86 0.79
H: -3.21 -1.60 -0.11
H: -2.51 -1.51 1.40
H: -3.15 1.02 -0.07
H: -1.72 0.48 0.32
H: -1.43 -0.40 2.98
H: -0.69 0.89 2.51
H: -1.54 1.12 3.91
H: -3.23 3.23 1.06
H: -2.94 3.20 2.69
H: -1.62 3.02 1.92
H: -2.95 -1.59 3.68
H: -4.59 -2.26 4.00
H: -3.93 -0.88 4.87
H: -3.76 1.31 4.38
C: -3.33 0.28 -3.58
C: -2.45 -0.86 -4.31
C: -2.42 -2.09 -3.40
C: -2.08 -3.45 -4.06
C: -2.81 -3.61 -5.36
C: -2.70 -2.44 -6.37
N: -3.02 -1.23 -5.63
O: -3.23 -0.14 -6.48
C: -1.28 -2.41 -6.99
C: -3.82 -2.68 -7.48
C: -0.95 -0.39 -4.43
H: -3.11 1.16 -4.19
H: -3.00 0.31 -2.54
H: -4.38 0.02 -3.72
H: -1.69 -1.85 -2.63
H: -3.35 -2.22 -2.84
H: -2.17 -4.28 -3.36
H: -1.04 -3.39 -4.38
H: -3.85 -3.74 -5.05
H: -2.52 -4.56 -5.81
H: -1.02 -3.43 -7.26
H: -1.24 -1.95 -7.98
H: -0.50 -1.94 -6.39
H: -3.58 -3.58 -8.05
H: -4.84 -2.80 -7.11
H: -3.80 -1.92 -8.26
H: -0.88 0.33 -3.62
H: -0.66 0.22 -5.28
H: -0.25 -1.22 -4.35
H: -2.38 -0.02 -6.90
C: -1.47 -4.94 -0.43
C: 0.00 -4.57 -0.16
C: -0.09 -3.46 0.91
C: 1.20 -3.08 1.61
C: 1.87 -4.30 2.26
C: 1.96 -5.51 1.25
N: 0.64 -5.71 0.58
O: 0.71 -6.95 -0.19
C: 3.20 -5.25 0.34
C: 2.15 -6.69 2.19
C: 0.71 -4.22 -1.48
H: -1.55 -5.68 -1.23
H: -1.91 -4.04 -0.87
H: -1.96 -5.22 0.50
H: -0.68 -2.65 0.49
H: -0.87 -3.71 1.61
H: 0.95 -2.36 2.39
H: 1.95 -2.59 0.98
H: 1.28 -4.50 3.16
H: 2.88 -4.13 2.62
H: 3.13 -4.35 -0.27
H: 4.13 -5.28 0.90
H: 3.22 -5.95 -0.50
H: 1.42 -6.81 2.99
H: 2.27 -7.65 1.68
H: 3.08 -6.59 2.74
H: 1.36 -3.39 -1.21
H: 0.08 -3.92 -2.31
H: 1.41 -4.97 -1.88
H: -0.08 -7.35 0.17

The total charge is -1. Its orbital gap (spin up / spin down) is 2.5 / 6.3 eV. As for the spin multiplicity: 2. As for the max |F|: 0.0975 Eh/bohr. As for the expectation value of S²: 0.753.

Results of the Mulliken charge analysis, in e, for atoms 1 through 4: atom 1 (Cs): 1.125, atom 2 (O): -0.810, atom 3 (C): -0.056, atom 4 (O): -0.586

---

Here is 2 unconnected molecules or ions with the total composition C27H41N3O4 in a non-equilibrium geometry from the OMol25 dataset. Energies are from the ωB97M-V functional and the def2-TZVPD basis.

Geometry (Å):
C: 2.77 2.21 0.38
C: 2.07 2.23 -0.97
C: 2.44 3.38 -1.84
N: 0.62 2.35 -0.82
N: 0.03 3.50 -1.12
N: -1.33 3.23 -1.13
C: -2.13 4.47 -1.08
C: -1.72 5.19 -2.35
C: -1.77 5.13 0.22
C: -1.56 1.93 -0.82
C: -3.00 1.35 -0.85
C: -3.04 -0.19 -0.78
C: -3.63 1.73 -2.21
C: -3.86 1.85 0.32
C: -0.31 1.32 -0.68
C: 0.05 -0.07 -0.58
H: 3.85 2.38 0.27
H: 2.39 3.01 1.03
H: 2.64 1.27 0.92
H: 2.21 1.26 -1.47
H: 3.50 3.37 -2.12
H: 1.86 3.33 -2.77
H: 2.22 4.34 -1.36
H: -3.18 4.15 -1.10
H: -2.07 6.21 -2.32
H: -0.63 5.18 -2.45
H: -2.17 4.68 -3.21
H: -2.22 6.12 0.26
H: -2.14 4.54 1.07
H: -0.68 5.23 0.30
H: -2.81 -0.56 0.23
H: -4.05 -0.55 -1.03
H: -2.37 -0.65 -1.52
H: -3.63 2.82 -2.35
H: -3.05 1.26 -3.02
H: -4.68 1.38 -2.24
H: -3.90 2.94 0.38
H: -4.90 1.49 0.19
H: -3.49 1.45 1.28
H: -0.81 -0.63 -1.02
H: 1.04 -0.35 -0.86
C: -0.72 -3.80 -3.61
C: -0.41 -4.37 -2.25
O: 0.08 -3.35 -1.37
C: 0.22 -3.91 -0.13
C: 0.73 -2.95 0.86
C: 0.39 -1.60 0.81
C: 1.20 -0.75 1.67
C: 2.55 -1.11 1.96
C: 3.15 -0.60 3.10
C: 2.50 0.38 3.88
C: 1.27 0.91 3.43
C: 0.64 0.37 2.32
C: 1.22 -3.65 2.10
O: 0.88 -3.38 3.24
O: 2.10 -4.63 1.82
C: 2.23 -5.53 2.94
C: 3.10 -6.63 2.39
O: -0.04 -5.07 0.14
H: -1.03 -4.65 -4.23
H: -1.54 -3.07 -3.61
H: 0.16 -3.33 -4.08
H: -1.30 -4.80 -1.79
H: 0.36 -5.15 -2.31
H: -0.73 -1.54 0.61
H: 3.07 -1.85 1.33
H: 4.13 -1.00 3.40
H: 2.98 0.77 4.79
H: 0.82 1.74 3.98
H: -0.35 0.73 2.01
H: 2.67 -5.00 3.80
H: 1.23 -5.88 3.25
H: 3.27 -7.36 3.17
H: 2.57 -7.08 1.54
H: 4.04 -6.18 2.06

Its orbital gap is 5.8 eV. As for the max |F|: 0.0784 Eh/bohr.

Results of the Mulliken charge analysis, in e, for atoms 1 through 4: atom 1 (C): -0.841, atom 2 (C): 0.357, atom 3 (C): -1.679, atom 4 (N): 0.917

---

Here is 5 unconnected molecules or ions with the total composition C19H47BN6O6 in a non-equilibrium geometry from the OMol25 dataset. Energies are from the ωB97M-V functional and the def2-TZVPD basis.

Geometry (Å):
C: 2.02 -2.04 -0.86
C: 2.33 -1.84 -2.35
C: 1.91 -0.48 -2.94
O: 1.58 0.51 -1.98
C: 0.19 0.61 -1.74
C: -0.07 1.40 -0.44
N: 1.05 1.18 0.49
B: -1.42 0.96 0.28
O: -1.33 0.65 1.64
N: -2.71 0.90 -0.32
C: -2.85 1.40 -1.69
C: -3.40 -0.38 -0.16
H: 1.64 -3.05 -0.69
H: 1.28 -1.34 -0.48
H: 2.92 -1.95 -0.25
H: 1.82 -2.62 -2.92
H: 3.40 -1.96 -2.50
H: 2.75 -0.07 -3.50
H: 1.08 -0.58 -3.65
H: -0.28 -0.38 -1.73
H: -0.27 1.15 -2.57
H: -0.14 2.46 -0.72
H: 0.86 1.68 1.35
H: 1.90 1.57 0.11
H: -0.84 -0.15 1.81
H: -2.31 2.33 -1.81
H: -2.50 0.67 -2.43
H: -3.91 1.56 -1.91
H: -3.42 -0.67 0.88
H: -4.44 -0.27 -0.48
H: -2.92 -1.16 -0.76
C: 5.91 3.45 -5.18
N: 6.09 2.01 -5.21
C: 5.72 1.09 -4.28
C: 5.02 1.61 -3.04
O: 5.94 -0.10 -4.45
H: 5.30 3.78 -6.03
H: 6.87 3.96 -5.23
H: 5.41 3.74 -4.27
H: 6.54 1.60 -6.02
H: 4.80 0.76 -2.40
H: 5.66 2.30 -2.49
H: 4.09 2.11 -3.30
C: -2.27 3.53 4.26
N: -2.06 2.10 4.31
C: -1.73 1.35 5.39
C: -1.54 2.05 6.71
O: -1.57 0.14 5.27
H: -3.29 3.76 3.92
H: -1.57 4.00 3.56
H: -2.13 3.98 5.23
H: -2.15 1.57 3.46
H: -1.28 1.31 7.46
H: -0.75 2.80 6.65
H: -2.47 2.55 7.02
C: 1.28 -1.21 4.86
N: 2.03 -2.39 4.47
C: 3.20 -2.86 4.99
C: 3.82 -2.07 6.12
O: 3.71 -3.88 4.56
H: 0.27 -1.47 5.19
H: 1.19 -0.52 4.02
H: 1.78 -0.69 5.68
H: 1.67 -2.96 3.73
H: 4.73 -2.57 6.42
H: 4.06 -1.05 5.80
H: 3.15 -2.01 6.98
C: -5.54 -3.70 -2.37
N: -4.93 -2.52 -2.93
C: -5.37 -1.75 -3.96
C: -6.66 -2.15 -4.64
O: -4.73 -0.77 -4.32
H: -5.78 -3.55 -1.31
H: -4.86 -4.56 -2.45
H: -6.46 -3.94 -2.89
H: -4.07 -2.18 -2.53
H: -6.86 -1.44 -5.43
H: -6.57 -3.15 -5.07
H: -7.49 -2.15 -3.93

Its orbital gap is 9.4 eV. As for the SMILES: CCCOC[C@H](N)B(O)N(C)C.CNC(C)=O.CNC(C)=O.CNC(C)=O.CNC(C)=O. As for the max |F|: 0.0216 Eh/bohr.

Results of the Mulliken charge analysis, in e, for atoms 1 through 4: atom 1 (C): -0.642, atom 2 (C): -0.409, atom 3 (C): -0.632, atom 4 (O): -0.297

---

Here is a single C18H30O2 molecule from the OMol25 dataset. Energies are from the ωB97M-V functional and the def2-TZVPD basis.

Geometry (Å):
C: 3.48 -1.54 -5.21
C: 2.02 -1.15 -5.06
C: 1.67 -0.80 -3.61
C: 0.20 -0.40 -3.46
C: -0.14 -0.05 -2.01
C: -1.57 0.36 -1.88
C: -2.54 -0.31 -1.28
C: -2.41 -1.63 -0.56
C: -3.46 -1.80 0.51
C: -3.56 -1.05 1.59
C: -2.65 0.09 1.95
C: -1.69 -0.36 3.01
C: -0.37 -0.44 2.92
C: 0.49 -0.13 1.73
C: 1.69 0.76 2.06
C: 1.34 2.24 2.21
C: 0.49 2.55 3.44
C: 1.22 2.30 4.73
O: 2.40 2.16 4.87
O: 0.37 2.27 5.77
H: 3.71 -1.80 -6.24
H: 4.13 -0.72 -4.90
H: 3.71 -2.41 -4.59
H: 1.39 -1.98 -5.39
H: 1.80 -0.30 -5.70
H: 1.89 -1.65 -2.97
H: 2.30 0.03 -3.29
H: -0.43 -1.23 -3.78
H: -0.01 0.45 -4.10
H: 0.08 -0.91 -1.37
H: 0.50 0.78 -1.69
H: -1.81 1.29 -2.37
H: -3.55 0.09 -1.30
H: -2.52 -2.44 -1.30
H: -1.42 -1.72 -0.12
H: -4.17 -2.60 0.35
H: -4.34 -1.26 2.31
H: -3.25 0.91 2.36
H: -2.13 0.45 1.07
H: -2.16 -0.65 3.94
H: 0.19 -0.80 3.78
H: -0.10 0.34 0.94
H: 0.87 -1.08 1.34
H: 2.42 0.67 1.24
H: 2.18 0.41 2.97
H: 0.81 2.58 1.32
H: 2.28 2.81 2.29
H: -0.42 1.95 3.44
H: 0.20 3.60 3.43
H: 0.85 2.13 6.60

Its orbital gap is 9.8 eV. As for the SMILES: CCCCC/C=C\C/C=C\C/C=C\CCCCC(=O)O. As for the max |F|: 0.0122 Eh/bohr.

Results of the Mulliken charge analysis, in e, for atoms 1 through 4: atom 1 (C): -1.284, atom 2 (C): -0.304, atom 3 (C): -0.619, atom 4 (C): -0.905

---

Here is a molecular structure, C5H12N2O2 in a non-equilibrium geometry from the OMol25 dataset. Energies are from the ωB97M-V functional and the def2-TZVPD basis.

Geometry (Å):
C: -0.21 0.56 2.05
C: -0.79 0.11 0.71
N: -0.53 1.35 -0.37
N: -2.02 -0.35 0.82
H: -0.59 2.29 0.01
H: -1.22 1.24 -1.11
H: -2.42 -0.59 -0.09
H: -0.91 1.25 2.53
H: -0.09 -0.31 2.70
H: 0.76 1.06 1.97
C: -0.22 -1.85 -0.97
C: 1.03 0.34 -0.84
C: 0.41 -0.78 -0.11
O: 1.09 0.30 -2.18
O: 2.08 1.02 -0.32
H: 2.16 0.84 0.63
H: 1.54 1.09 -2.51
H: 1.11 -1.20 0.61
H: -0.86 -1.43 -1.74
H: -0.84 -2.48 -0.33
H: 0.54 -2.46 -1.47

Its orbital gap is 7.2 eV. As for the max |F|: 0.0257 Eh/bohr.

Results of the Mulliken charge analysis, in e, for atoms 1 through 4: atom 1 (C): -1.387, atom 2 (C): 0.780, atom 3 (N): -0.412, atom 4 (N): -0.934

---

Here is 3 unconnected molecules or ions with the total composition C2H7O2PS in a non-equilibrium geometry from the OMol25 dataset. Energies are from the ωB97M-V functional and the def2-TZVPD basis.

Geometry (Å):
C: 3.07 -0.27 0.73
C: -2.05 -0.10 0.94
O: -3.34 -0.12 -1.43
O: -0.96 -1.84 -1.08
P: 2.94 0.97 -0.41
S: -2.07 0.29 -0.87
H: -1.62 -2.04 -0.55
H: 3.66 -0.20 1.59
H: 2.30 -1.04 0.68
H: -2.07 -1.19 1.04
H: -1.10 0.24 1.36
H: -2.95 0.50 1.40
H: 4.01 1.78 0.01

Its orbital gap is 7.9 eV. As for the max |F|: 0.1371 Eh/bohr.

Results of the Mulliken charge analysis, in e, for atoms 1 through 4: atom 1 (C): -0.492, atom 2 (C): -0.795, atom 3 (O): -0.386, atom 4 (O): -0.638

---

Here is a molecular structure, C24H19AsClO6PPtS from the OMol25 dataset. Energies are from the ωB97M-V functional and the def2-TZVPD basis.

Geometry (Å):
Pt: -0.09 0.29 0.89
Cl: -0.92 -1.35 2.34
C: -0.83 -2.82 1.33
C: -1.61 -3.88 1.70
C: -1.53 -5.04 0.92
C: -0.69 -5.10 -0.18
C: 0.09 -4.00 -0.53
C: 0.03 -2.84 0.23
P: 0.98 -1.38 -0.10
C: 2.21 -1.07 1.14
C: 2.58 -2.02 2.09
C: 3.30 -1.62 3.20
C: 3.62 -0.27 3.38
C: 3.25 0.69 2.46
C: 2.55 0.30 1.32
C: 1.42 -1.16 -1.79
C: 0.43 -1.33 -2.76
C: 0.75 -1.12 -4.09
C: 2.04 -0.75 -4.45
C: 3.03 -0.59 -3.48
C: 2.72 -0.80 -2.14
H: -2.27 -3.83 2.55
H: -2.14 -5.89 1.18
H: -0.64 -6.00 -0.78
H: 0.74 -4.05 -1.40
H: 2.29 -3.06 1.97
H: 3.61 -2.35 3.93
H: 4.18 0.03 4.26
H: 3.51 1.73 2.60
H: 2.35 1.04 0.54
H: -0.58 -1.62 -2.48
H: 0.00 -1.26 -4.86
H: 2.29 -0.59 -5.49
H: 4.03 -0.31 -3.77
H: 3.49 -0.68 -1.39
O: -1.29 1.89 -2.70
As: -1.24 1.87 -1.00
O: -1.60 0.25 -0.43
O: 0.40 1.67 -0.46
C: -2.30 3.27 -0.35
C: -2.82 4.13 -1.32
C: -3.58 5.22 -0.90
C: -3.78 5.44 0.45
C: -3.25 4.57 1.40
C: -2.52 3.47 1.02
S: -1.98 2.34 2.30
O: -0.52 2.08 1.93
O: -2.12 3.02 3.54
O: -2.69 1.11 2.06
H: -0.51 1.48 -3.11
H: -2.64 3.96 -2.37
H: -3.99 5.89 -1.64
H: -4.36 6.30 0.77
H: -3.42 4.74 2.46

The total charge is +2. Its orbital gap is 6.5 eV. As for the max |F|: 0.0178 Eh/bohr.

Results of the Mulliken charge analysis, in e, for atoms 1 through 4: atom 1 (Pt): 2.229, atom 2 (Cl): -0.151, atom 3 (C): 0.530, atom 4 (C): -0.665